Entry 1:
Molecular formula: C6H6N3O2
Method: DFT, ωB97M-V with the def2-TZVPD basis set

```
17
Properties=species:S:1:pos:R:3:forces:R:3
C 0.306 -1.061 0.562 -0.04 -0.15 0.28
C 2.639 1.341 0.044 0.20 0.10 -1.89
C 2.487 -0.154 -0.338 -0.04 -1.87 0.62
C -2.817 -0.290 -0.157 4.30 -3.79 2.42
C -1.513 0.457 -0.421 1.22 -2.07 -1.01
C -0.417 0.016 0.593 -0.82 0.70 -0.11
N 1.179 -1.910 0.738 -1.22 -0.22 0.03
N 2.466 -1.495 0.316 1.65 0.37 0.28
N 2.485 -1.130 -1.126 -0.05 1.24 -0.64
O 3.444 1.846 -0.759 0.09 0.24 0.52
O 1.934 1.785 0.937 -0.06 0.06 0.70
H -3.516 -0.233 -0.870 -2.68 0.50 -2.59
H -2.501 -1.450 -0.028 -0.89 2.41 -0.58
H -3.149 -0.067 0.819 -0.85 0.54 1.05
H -1.215 0.264 -1.526 -0.11 0.37 1.90
H -1.676 1.482 -0.289 -0.06 1.65 -0.02
H -0.135 0.597 1.504 -0.64 -0.07 -0.95
```
Positions in Å, forces in eV/Å.

Results
HOMO level in eV: -5.07
Maximum force in eV/Å: 6.22
HOMO-LUMO gap in eV: 8.5
Charge: -1
ΔE to the lowest compared entry with this formula, charge and spin in kcal/mol: 126.3
SMILES: CCC=C=NN1N=C1C(=O)[O-]

Table of Löwdin atomic charges, one value per atom, all in e: number 1, C, carries -0.178; number 2, C, carries -0.705; number 3, C, carries -0.186; number 4, C, carries -0.126; number 5, C, carries -0.236; number 6, C, carries -0.106; number 7, N, carries 0.031; number 8, N, carries -0.095; number 9, N, carries 0.151; number 10, O, carries -0.038; number 11, O, carries -0.019; number 12, H, carries 0.007; number 13, H, carries 0.123; number 14, H, carries 0.047; number 15, H, carries 0.135; number 16, H, carries 0.069; number 17, H, carries 0.123

Entry 2:
Molecular formula: C7H8CeCl2N5
Method: DFT, ωB97M-V with the def2-TZVPD basis set

```
23
Properties=species:S:1:pos:R:3:forces:R:3
Ce 0.281 2.078 -0.946 -0.30 2.42 -0.56
N 2.921 -1.610 -0.946 -0.34 1.06 0.01
C 3.025 -0.263 -0.946 0.90 -1.59 0.00
N 1.826 0.258 -0.946 -1.39 -0.76 -0.08
C 0.947 -0.849 -0.946 1.16 -1.39 0.00
N 1.643 -2.012 -0.946 -1.06 2.16 0.01
C -0.570 -0.869 -0.946 -0.68 -0.04 0.01
C -1.194 -2.121 -0.946 -1.12 -0.65 0.01
N -2.545 -2.312 -0.946 1.26 1.69 0.00
C -3.283 -1.184 -0.946 0.33 -1.28 0.01
C -2.708 0.071 -0.946 0.88 0.68 0.00
N -1.368 0.258 -0.946 0.27 -1.32 -0.07
H 3.659 -2.305 -0.946 0.04 0.05 -0.01
H 3.965 0.270 -0.946 -0.04 -0.03 -0.01
H -0.620 -3.043 -0.946 0.11 0.25 0.00
H -4.359 -1.317 -0.946 0.03 0.12 0.00
H -3.311 0.972 -0.946 -0.03 -0.09 0.00
Cl 0.282 0.415 4.116 0.00 0.52 -0.32
C 0.282 2.067 3.489 0.01 -0.43 2.31
Cl 0.281 2.078 1.721 -0.02 0.17 -0.36
H 1.175 2.584 3.847 -0.10 -0.11 -0.43
H -0.612 2.584 3.848 0.09 -0.11 -0.43
H 0.281 4.252 -0.946 0.01 -1.33 -0.07
```
Positions in Å, forces in eV/Å.

Results
HOMO level (spin up / spin down) in eV: -15.71 / -15.71
Maximum force in eV/Å: 2.51
HOMO-LUMO gap (spin up / spin down) in eV: 7.7 / 7.7
Charge: +2
Multiplicity: 2
ΔE to the lowest compared entry with this formula, charge and spin in kcal/mol: 0.0

Table of Löwdin atomic charges, one value per atom, all in e: number 1, Ce, carries 1.277; number 2, N, carries 0.094; number 3, C, carries -0.065; number 4, N, carries -0.088; number 5, C, carries -0.238; number 6, N, carries 0.172; number 7, C, carries -0.169; number 8, C, carries -0.008; number 9, N, carries 0.161; number 10, C, carries -0.040; number 11, C, carries -0.042; number 12, N, carries -0.077; number 13, H, carries 0.194; number 14, H, carries 0.165; number 15, H, carries 0.134; number 16, H, carries 0.138; number 17, H, carries 0.138; number 18, Cl, carries 0.606; number 19, C, carries -0.877; number 20, Cl, carries 0.596; number 21, H, carries 0.065; number 22, H, carries 0.065; number 23, H, carries -0.199

Entry 3:
Molecular formula: C4H7NO2
Method: DFT, ωB97M-V with the def2-TZVPD basis set

```
14
Properties=species:S:1:pos:R:3:forces:R:3
C -0.379 1.009 -1.460 0.05 0.05 -0.20
N -0.204 0.757 -0.143 0.06 0.01 0.32
C 1.059 0.220 1.868 0.76 -0.27 0.48
C 0.810 -0.127 0.384 -0.44 0.39 0.82
C 0.389 -1.591 0.355 0.88 -0.03 -0.15
O -0.729 -1.973 0.522 -0.22 -0.03 -0.09
O -1.270 1.681 -1.920 -0.05 0.04 -0.04
H 0.413 0.559 -2.095 -0.10 -0.01 0.11
H -0.887 1.128 0.507 -0.01 -0.09 -0.27
H 0.437 -0.326 2.577 -0.48 0.12 -0.27
H 0.965 1.291 2.052 -0.03 -0.07 -0.15
H 2.073 -0.069 2.172 -0.06 0.13 -0.25
H 1.761 0.028 -0.121 -0.09 -0.13 -0.38
H 1.251 -2.288 0.226 -0.28 -0.10 0.06
```
Positions in Å, forces in eV/Å.

Results
HOMO level in eV: -9.82
Maximum force in eV/Å: 1.01
HOMO-LUMO gap in eV: 10.4
Charge: 0
ΔE to the lowest compared entry with this formula, charge and spin in kcal/mol: 25.9
SMILES: C[C@@H](C=O)NC=O

Table of Löwdin atomic charges, one value per atom, all in e: number 1, C, carries -0.366; number 2, N, carries 0.054; number 3, C, carries -0.041; number 4, C, carries -0.341; number 5, C, carries -0.237; number 6, O, carries 0.087; number 7, O, carries 0.029; number 8, H, carries 0.141; number 9, H, carries 0.154; number 10, H, carries 0.083; number 11, H, carries 0.085; number 12, H, carries 0.083; number 13, H, carries 0.138; number 14, H, carries 0.130

Entry 4:
Molecular formula: C3H16N2O3
Method: DFT, ωB97M-V with the def2-TZVPD basis set

```
24
Properties=species:S:1:pos:R:3:forces:R:3
N 2.324 1.046 1.280 -0.24 -0.08 -1.88
C 1.556 0.416 0.151 -0.12 0.21 2.10
C 0.079 0.811 0.298 0.87 -1.00 -1.12
N -0.575 0.299 -0.902 -0.01 1.63 -0.15
C -1.665 1.147 -1.396 0.10 -0.84 0.97
H 3.298 0.862 1.059 -0.02 -0.01 0.78
H 2.026 0.638 2.147 0.36 -0.30 0.36
H 1.994 0.715 -0.793 -0.20 0.39 -0.09
H 1.627 -0.678 0.186 -0.03 0.01 -0.09
H -0.346 0.401 1.226 0.31 0.00 0.01
H 0.012 1.896 0.349 -0.09 0.07 -0.16
H -0.604 -0.701 -0.955 -0.65 -0.14 0.11
H -2.581 1.079 -0.786 -0.16 -0.23 -0.29
H -1.344 2.172 -1.229 0.11 0.15 -0.55
H -1.882 0.944 -2.441 -0.07 0.13 -0.02
H -1.894 -3.178 0.081 -0.64 -0.61 -0.23
H -2.225 -2.356 1.380 -0.29 -0.33 -0.07
O -1.590 -2.513 0.679 0.92 0.97 0.33
H 1.979 -0.923 -2.638 0.22 -0.33 -0.14
H 3.127 -1.970 -2.874 -0.06 -0.62 -0.73
O 2.837 -1.250 -2.337 -0.19 0.95 0.86
H -2.369 0.229 1.437 -0.25 0.33 0.52
H -1.952 1.422 2.258 0.33 0.46 0.11
O -2.605 0.730 2.242 -0.23 -0.82 -0.65
```
Positions in Å, forces in eV/Å.

Results
HOMO level in eV: -8.35
Maximum force in eV/Å: 2.11
HOMO-LUMO gap in eV: 8.9
Charge: 0
ΔE to the lowest compared entry with this formula, charge and spin in kcal/mol: 31.4
SMILES: CNCCN.O.O.O

Table of Löwdin atomic charges, one value per atom, all in e: number 1, N, carries -0.012; number 2, C, carries -0.267; number 3, C, carries -0.258; number 4, N, carries -0.132; number 5, C, carries -0.121; number 6, H, carries 0.058; number 7, H, carries 0.048; number 8, H, carries 0.094; number 9, H, carries 0.102; number 10, H, carries 0.089; number 11, H, carries 0.112; number 12, H, carries 0.083; number 13, H, carries 0.064; number 14, H, carries 0.071; number 15, H, carries 0.071; number 16, H, carries 0.026; number 17, H, carries 0.038; number 18, O, carries -0.037; number 19, H, carries 0.034; number 20, H, carries 0.018; number 21, O, carries -0.052; number 22, H, carries 0.011; number 23, H, carries 0.019; number 24, O, carries -0.061

Please write out number 4 again, unchanged.
Molecular formula: C3H16N2O3
Method: DFT, ωB97M-V with the def2-TZVPD basis set

```
24
Properties=species:S:1:pos:R:3:forces:R:3
N 2.324 1.046 1.280 -0.24 -0.08 -1.88
C 1.556 0.416 0.151 -0.12 0.21 2.10
C 0.079 0.811 0.298 0.87 -1.00 -1.12
N -0.575 0.299 -0.902 -0.01 1.63 -0.15
C -1.665 1.147 -1.396 0.10 -0.84 0.97
H 3.298 0.862 1.059 -0.02 -0.01 0.78
H 2.026 0.638 2.147 0.36 -0.30 0.36
H 1.994 0.715 -0.793 -0.20 0.39 -0.09
H 1.627 -0.678 0.186 -0.03 0.01 -0.09
H -0.346 0.401 1.226 0.31 0.00 0.01
H 0.012 1.896 0.349 -0.09 0.07 -0.16
H -0.604 -0.701 -0.955 -0.65 -0.14 0.11
H -2.581 1.079 -0.786 -0.16 -0.23 -0.29
H -1.344 2.172 -1.229 0.11 0.15 -0.55
H -1.882 0.944 -2.441 -0.07 0.13 -0.02
H -1.894 -3.178 0.081 -0.64 -0.61 -0.23
H -2.225 -2.356 1.380 -0.29 -0.33 -0.07
O -1.590 -2.513 0.679 0.92 0.97 0.33
H 1.979 -0.923 -2.638 0.22 -0.33 -0.14
H 3.127 -1.970 -2.874 -0.06 -0.62 -0.73
O 2.837 -1.250 -2.337 -0.19 0.95 0.86
H -2.369 0.229 1.437 -0.25 0.33 0.52
H -1.952 1.422 2.258 0.33 0.46 0.11
O -2.605 0.730 2.242 -0.23 -0.82 -0.65
```
Positions in Å, forces in eV/Å.

Results
HOMO level in eV: -8.35
Maximum force in eV/Å: 2.11
HOMO-LUMO gap in eV: 8.9
Charge: 0
ΔE to the lowest compared entry with this formula, charge and spin in kcal/mol: 31.4
SMILES: CNCCN.O.O.O

Table of Löwdin atomic charges, one value per atom, all in e: number 1, N, carries -0.012; number 2, C, carries -0.267; number 3, C, carries -0.258; number 4, N, carries -0.132; number 5, C, carries -0.121; number 6, H, carries 0.058; number 7, H, carries 0.048; number 8, H, carries 0.094; number 9, H, carries 0.102; number 10, H, carries 0.089; number 11, H, carries 0.112; number 12, H, carries 0.083; number 13, H, carries 0.064; number 14, H, carries 0.071; number 15, H, carries 0.071; number 16, H, carries 0.026; number 17, H, carries 0.038; number 18, O, carries -0.037; number 19, H, carries 0.034; number 20, H, carries 0.018; number 21, O, carries -0.052; number 22, H, carries 0.011; number 23, H, carries 0.019; number 24, O, carries -0.061

Question: The lowest charge belongs to which entry?
Answer: C6H6N3O2

Question: Among the records above, which one has the lowest charge?
Answer: C6H6N3O2